Run a
Formula: C2H6O3
Source: the Open Molecules 2025 dataset
Level of theory: the ωB97M-V functional and the def2-TZVPD basis

## Properties
HOMO-LUMO gap (alpha / beta) = 10.0 / 10.0 eV

Cartesian coordinates (Å):
O -1.51 0.76 -0.59
O -2.14 0.17 0.55
O 0.08 -1.45 -0.28
C 0.26 -0.17 -0.68
C 1.20 0.38 0.30
H -0.80 -1.78 -0.59
H 0.79 0.24 1.34
H 1.34 1.41 0.13
H 2.08 -0.27 0.22
H 0.41 0.07 -1.73
H -1.70 0.64 1.33

Results of the Löwdin charge analysis, in e, for atoms 1 through 5: -0.218, -0.153, 0.007, -0.249, -0.050

***

Run b
Formula: C2H6O3
Source: the Open Molecules 2025 dataset
Level of theory: the ωB97M-V functional and the def2-TZVPD basis

## Properties
HOMO-LUMO gap = 11.4 eV
SMILES = CC(=O)O.O

Cartesian coordinates (Å):
O 2.22 1.59 1.03
O -2.07 -1.22 -0.33
O -1.28 0.37 0.97
C -1.04 -0.42 0.09
C 0.22 -0.48 -0.72
H 1.05 -0.91 -0.12
H -2.85 -0.90 0.18
H 1.41 2.17 0.92
H 0.02 -1.22 -1.49
H 1.94 0.67 0.88
H 0.37 0.35 -1.41

Results of the Löwdin charge analysis, in e, for atoms 1 through 5: -0.095, 0.073, 0.083, -0.544, 0.001

***

What should be chosen as the most stable of them? Choose run b.

***

Run a
Formula: C4H8OS3
Source: the Open Molecules 2025 dataset
Level of theory: the ωB97M-V functional and the def2-TZVPD basis

## Properties
HOMO-LUMO gap = 9.1 eV
SMILES = C1OCSCSCS1

Cartesian coordinates (Å):
S 0.51 0.64 -2.26
S -0.62 1.61 0.62
S 1.66 -1.35 -0.37
O -1.03 -1.15 1.08
C 0.48 -1.01 1.23
C 2.03 0.03 -1.32
C -1.66 0.00 1.21
C -0.87 0.97 -1.16
H -1.75 0.28 2.31
H -1.46 -0.08 -0.95
H 0.57 -0.06 1.77
H 2.77 -0.19 -2.06
H 0.90 -1.95 1.69
H -2.62 -0.19 0.66
H -1.42 1.52 -1.85
H 2.50 0.93 -0.58

Results of the Löwdin charge analysis, in e, for atoms 1 through 5: 0.716, 0.762, 0.775, -0.242, -0.319

***

Run b
Formula: C4H8OS3
Source: the Open Molecules 2025 dataset
Level of theory: the ωB97M-V functional and the def2-TZVPD basis

## Properties
HOMO-LUMO gap = 8.7 eV
SMILES = CSC(SC)C(O)=S

Cartesian coordinates (Å):
S 3.01 -0.62 -0.53
S -1.33 -1.16 -1.01
S 0.32 1.44 -1.11
O 1.06 -2.08 0.35
C 0.30 -0.37 -1.21
C 0.71 1.80 0.60
C 1.43 -1.08 -0.41
C -2.02 -0.32 0.41
H 0.05 1.36 1.35
H -2.09 0.74 0.23
H 0.54 -0.60 -2.31
H 0.13 -2.25 0.18
H 0.65 2.87 0.70
H -1.42 -0.48 1.32
H -3.05 -0.70 0.56
H 1.70 1.46 0.88

Results of the Löwdin charge analysis, in e, for atoms 1 through 5: 0.710, 0.837, 0.814, -0.012, -0.888

***

What should be chosen as the most stable of them? Choose run b.

***

Run a
Formula: C33H77N11O11
Source: the Open Molecules 2025 dataset
Level of theory: the ωB97M-V functional and the def2-TZVPD basis

## Properties
HOMO-LUMO gap = 7.9 eV
SMILES = CNC(C)=O.CNC(C)=O.CNC(C)=O.CNC(C)=O.CNC(C)=O.CNC(C)=O.CNC(C)=O.CNC(C)=O.CNC(C)=O.CNC(C)=O.CNC(C)=O

Cartesian coordinates (Å):
O -16.31 8.59 -9.85
O -17.28 8.61 -4.70
O -9.48 6.01 -2.09
O -7.73 12.89 -2.04
O -6.37 6.39 -6.28
O -12.88 6.37 -5.64
O -11.39 9.78 -0.16
O -10.91 9.07 -9.60
O -12.19 13.85 -9.56
O -8.01 1.71 -6.69
O -9.85 10.07 -5.29
N -6.59 3.47 -6.45
N -14.13 8.74 -10.49
N -15.68 7.31 -5.71
N -12.27 4.27 -6.50
N -11.74 11.75 -10.34
N -9.95 8.12 -0.03
N -8.51 11.35 -3.36
N -5.53 7.92 -7.74
N -10.55 7.93 -5.42
N -8.47 4.05 -2.54
N -9.59 8.10 -11.21
C -11.05 8.65 -0.51
C -8.18 12.59 -3.16
C -14.27 7.69 -11.53
C -15.19 9.14 -9.73
C -5.97 7.51 -6.55
C -9.29 7.34 -5.03
C -12.10 9.66 -6.07
C -14.95 10.19 -8.62
C -16.59 6.97 -6.82
C -8.92 3.78 -7.11
C -7.77 2.92 -6.75
C -11.67 12.74 -9.46
C -11.95 3.55 -5.33
C -15.22 8.29 -3.53
C -12.69 5.57 -6.63
C -10.17 8.62 -12.39
C -10.75 9.25 -5.52
C -12.45 11.91 -11.66
C -9.55 4.81 -2.19
C -10.71 12.49 -8.31
C -12.88 6.11 -8.03
C -10.00 8.36 -9.94
C -9.16 7.59 -8.94
C -8.16 10.23 -2.42
C -5.46 7.08 -8.92
C -5.40 2.79 -5.92
C -5.89 8.55 -5.47
C -7.26 4.66 -2.97
C -16.15 8.12 -4.71
C -8.32 13.53 -4.30
C -9.04 8.64 0.95
C -10.82 4.05 -1.73
C -11.96 7.82 -1.44
H -9.10 9.97 -1.94
H -12.79 5.28 -8.75
H -9.66 6.69 -8.58
H -8.54 3.04 -2.59
H -9.08 13.17 -4.99
H -4.87 8.94 -5.50
H -13.89 6.50 -8.11
H -15.06 11.22 -8.96
H -9.11 11.13 -4.14
H -13.99 9.96 -8.17
H -9.82 8.07 -13.26
H -6.12 7.61 -9.61
H -9.76 7.24 -0.49
H -11.51 4.01 -2.57
H -4.97 3.21 -5.01
H -15.58 9.97 -7.76
H -9.24 8.37 1.99
H -8.98 7.62 -4.03
H -12.31 10.53 -5.46
H -14.20 8.56 -3.81
H -12.67 2.74 -5.19
H -9.95 9.68 -12.50
H -13.68 8.06 -12.37
H -13.50 11.63 -11.71
H -4.45 7.15 -9.31
H -11.23 12.71 -7.38
H -15.24 7.37 -2.94
H -9.16 4.35 -6.21
H -7.42 13.54 -4.93
H -12.02 10.07 -7.07
H -6.51 4.44 -6.69
H -8.14 7.35 -9.21
H -6.68 9.29 -5.60
H -5.62 6.01 -8.77
H -8.78 4.55 -7.87
H -9.74 3.13 -7.41
H -6.96 5.39 -2.21
H -5.52 1.73 -5.73
H -11.29 4.45 -0.84
H -12.84 8.87 -6.08
H -13.89 6.70 -11.28
H -14.76 6.90 -5.62
H -13.00 7.99 -1.17
H -12.03 4.30 -4.54
H -12.15 6.87 -8.31
H -15.30 7.70 -11.89
H -8.05 8.24 0.75
H -10.67 2.98 -1.61
H -11.37 7.34 -5.39
H -9.35 6.25 -5.02
H -9.77 13.04 -8.35
H -9.22 8.15 -8.01
H -5.27 8.90 -7.73
H -9.10 9.73 0.91
H -17.66 6.94 -6.60
H -8.58 14.53 -3.97
H -11.24 8.63 -12.21
H -16.29 6.01 -7.23
H -7.43 5.13 -3.94
H -15.60 9.16 -3.00
H -7.82 9.35 -2.96
H -8.78 7.50 -11.25
H -11.48 10.81 -10.11
H -13.18 8.94 -10.23
H -6.44 3.95 -3.09
H -11.91 11.33 -12.41
H -11.78 7.97 -2.50
H -16.41 7.74 -7.57
H -4.56 2.90 -6.62
H -11.73 6.77 -1.24
H -5.97 8.08 -4.49
H -10.39 11.45 -8.29
H -10.94 3.13 -5.37
H -12.13 3.73 -7.34
H -7.42 10.45 -1.64
H -8.52 7.69 -5.72
H -12.26 12.93 -12.01

Results of the Löwdin charge analysis, in e, for atoms 1 through 5: 0.001, 0.020, 0.029, 0.004, 0.010

***

Run b
Formula: C33H77N11O11
Source: the Open Molecules 2025 dataset
Level of theory: the ωB97M-V functional and the def2-TZVPD basis

## Properties
HOMO-LUMO gap = 8.6 eV
SMILES = CN(C)C=O.CN(C)C=O.CN(C)C=O.CN(C)C=O.CN(C)C=O.CN(C)C=O.CN(C)C=O.CN(C)C=O.CN(C)C=O.CN(C)C=O.CN(C)C=O

Cartesian coordinates (Å):
O 0.80 -1.20 -7.74
O -2.07 7.00 1.60
O -0.02 -0.92 -2.07
O 2.09 -5.70 0.64
O 2.21 2.82 -0.53
O -3.15 3.51 0.97
O -2.55 3.07 -5.07
O 6.30 -4.55 3.07
O -7.55 -0.35 0.77
O 4.33 -2.87 -4.10
O -0.78 -4.08 4.97
N 4.20 -2.95 -1.86
N -0.81 5.17 2.12
N -5.11 4.29 0.11
N 0.51 -0.85 0.16
N 4.06 -4.21 3.48
N -0.11 -5.89 0.52
N -5.75 -1.71 0.30
N -1.00 -1.77 4.70
N 4.44 2.89 -0.95
N 1.72 0.05 -6.16
N -1.93 4.43 -3.23
C -0.33 -2.87 4.96
C 3.15 -4.67 4.54
C 1.05 -0.95 -6.56
C -1.22 5.10 3.53
C 0.53 -0.36 -1.11
C 1.10 -5.90 0.03
C -4.81 -0.57 0.15
C 5.70 3.69 -0.80
C -1.33 -6.21 -0.27
C -0.53 -5.60 1.85
C 5.22 -4.91 3.53
C 3.49 -3.63 -0.71
C 4.20 1.91 -2.00
C 1.92 0.41 -4.77
C -5.26 3.28 -0.88
C -0.07 -2.14 0.46
C 3.32 3.38 -0.33
C -0.13 3.97 1.60
C -7.07 -1.40 0.54
C 5.22 -2.04 -1.56
C -2.63 5.61 -3.62
C -1.20 6.15 1.33
C 3.94 -2.79 3.01
C -4.94 -2.91 0.37
C -1.11 4.23 -2.08
C 1.12 -0.16 1.35
C -6.11 5.33 0.16
C -2.40 -1.62 4.35
C -1.91 3.36 -4.06
C 3.93 -3.37 -3.09
C -4.07 4.33 0.99
C -0.38 -0.48 4.92
C 1.87 1.34 -6.96
H -2.04 -6.89 0.19
H 1.48 -0.39 -4.17
H -3.12 6.22 -2.86
H 4.98 1.18 -2.22
H -5.42 -3.56 1.11
H -0.69 -0.35 5.96
H 1.11 0.56 -1.27
H 1.77 0.69 1.11
H -4.24 5.07 1.78
H -6.70 5.39 -0.75
H 3.66 -5.40 5.16
H 5.92 -2.26 -0.75
H -2.94 -1.16 5.18
H 0.30 4.09 0.61
H 0.69 -1.56 -5.72
H 2.72 1.97 -6.71
H 0.71 -0.50 4.97
H -1.03 -6.55 -1.26
H 0.72 -2.62 5.19
H 3.34 4.20 0.41
H 5.99 3.91 0.23
H 3.59 -2.19 3.85
H 3.64 -4.70 -0.91
H 0.64 3.67 2.30
H 1.68 1.44 -4.53
H -5.83 6.38 0.28
H 1.63 -0.82 2.06
H 2.42 -3.45 -0.80
H 3.28 -2.72 2.15
H -2.98 -2.53 4.17
H -0.79 0.37 4.37
H 0.30 -5.78 2.54
H -0.19 4.75 -2.33
H -4.75 3.54 -1.80
H -0.23 5.03 3.99
H -4.01 -0.56 0.89
H -2.00 6.28 -4.22
H 5.44 4.68 -1.17
H -1.90 -5.28 -0.24
H -1.61 4.13 3.83
H -4.03 -2.70 0.93
H -0.50 -2.08 1.46
H -0.68 6.22 0.36
H 0.50 -3.07 0.32
H -1.80 5.95 3.90
H 3.50 1.15 -1.66
H 4.94 -2.44 2.76
H -6.30 3.04 -1.13
H -7.57 -2.39 0.60
H -5.34 0.37 0.30
H 1.07 -6.43 -0.93
H 3.96 2.39 -2.96
H -1.33 -6.33 1.98
H -0.72 3.05 1.65
H -4.88 2.34 -0.48
H 5.08 -5.96 3.81
H 3.89 -3.23 0.22
H -4.67 -3.32 -0.60
H 4.89 -1.05 -1.27
H 5.76 -1.75 -2.46
H -0.54 3.34 -1.80
H 2.66 -3.87 5.10
H 2.99 0.40 -4.55
H -0.90 -2.35 -0.21
H 3.22 -4.20 -3.12
H 1.86 1.26 -8.05
H -6.71 5.03 1.01
H -1.34 2.56 -3.56
H 0.99 1.95 -6.73
H -4.32 -0.71 -0.81
H 6.46 3.15 -1.36
H -2.60 -0.77 3.69
H -0.73 -4.53 1.86
H -1.60 4.56 -1.17
H 2.23 -5.00 4.06
H -3.39 5.24 -4.30
H 0.33 0.27 1.97

Results of the Löwdin charge analysis, in e, for atoms 1 through 5: 0.000, -0.036, -0.017, 0.038, -0.080

***

Run c
Formula: C33H77N11O11
Source: the Open Molecules 2025 dataset
Level of theory: the ωB97M-V functional and the def2-TZVPD basis

## Properties
HOMO-LUMO gap = 9.1 eV
SMILES = CNC(C)=O.CNC(C)=O.CNC(C)=O.CNC(C)=O.CNC(C)=O.CNC(C)=O.CNC(C)=O.CNC(C)=O.CNC(C)=O.CNC(C)=O.CNC(C)=O

Cartesian coordinates (Å):
O -3.11 -1.87 4.44
O 1.23 7.27 -4.30
O -4.41 -0.05 -0.99
O 1.79 2.57 -5.81
O -2.20 4.92 2.76
O 0.98 -2.28 -2.74
O 1.87 -3.51 3.50
O 4.65 1.07 3.86
O 0.15 1.01 1.12
O -2.03 -6.22 3.80
O -1.04 -1.37 -6.57
N 3.26 1.50 5.58
N 3.36 0.97 -5.51
N -1.21 -2.58 -3.29
N -5.67 0.17 0.86
N 4.07 -4.04 3.77
N 0.54 0.13 -0.92
N -2.61 -0.45 6.08
N -0.62 3.47 2.25
N 1.10 5.01 -4.24
N -3.55 -4.56 4.18
N 0.30 0.37 -7.00
C -1.76 -1.82 -2.14
C 2.94 -3.89 3.04
C -1.80 -4.21 2.54
C -0.69 -0.23 -6.33
C 1.77 6.10 -6.32
C 4.00 -3.76 5.17
C -4.18 -5.19 5.32
C 0.34 4.43 1.72
C 4.21 2.23 6.39
C 3.71 2.64 -7.23
C -2.65 2.57 3.14
C 2.88 2.06 -6.14
C -6.45 1.28 0.30
C -2.32 -1.07 4.92
C 3.54 0.95 4.38
C 0.11 -2.74 -3.48
C 0.49 -3.50 -4.71
C 0.66 4.93 -2.85
C 0.41 -1.36 1.00
C -1.83 3.77 2.70
C 2.66 0.20 -4.51
C -2.47 -5.07 3.61
C 1.38 6.19 -4.83
C -4.63 -0.33 0.18
C -1.73 0.60 6.68
C 0.72 1.41 -1.60
C 0.36 0.04 0.41
C 1.02 -0.28 -8.07
C 2.54 -0.07 3.89
C 2.97 -4.28 1.62
C -0.98 -0.77 4.21
C -3.75 -1.42 0.79
C -1.43 0.55 -5.31
H -1.49 -4.88 1.73
H 1.15 4.00 1.14
H -3.90 -2.35 0.23
H -2.34 1.00 -5.71
H 0.34 5.89 -2.45
H 1.42 4.39 -2.28
H -6.90 0.98 -0.64
H -1.31 1.26 5.92
H -1.68 -2.29 -1.17
H -3.80 -3.61 3.95
H 0.32 -2.10 0.20
H -2.68 -1.28 0.64
H 1.58 0.38 3.63
H 1.18 4.12 -4.71
H -2.82 -1.67 -2.35
H -0.55 -1.44 1.52
H 5.00 -3.82 5.59
H -1.83 -3.13 -3.87
H 0.72 1.20 -6.62
H -3.03 2.04 2.27
H 2.38 5.22 -6.56
H 3.82 1.92 -8.05
H 3.89 2.44 7.41
H 3.13 0.42 -3.56
H 1.45 -3.99 -4.58
H -0.79 1.36 -4.94
H 2.95 -0.70 3.10
H -3.86 -6.22 5.41
H 2.60 -0.85 -4.78
H -5.89 -0.11 1.80
H -2.45 -3.47 2.06
H 1.97 -0.73 -7.76
H 2.08 -3.85 1.17
H -0.35 -4.12 -5.04
H -1.71 -0.11 -4.49
H 1.61 0.51 -4.45
H 3.57 -2.80 5.45
H -0.18 4.23 -2.79
H 2.32 1.43 5.92
H -1.20 -0.20 3.31
H -3.82 -4.71 6.23
H -5.84 2.17 0.13
H -0.24 5.08 1.07
H 4.74 2.77 -6.89
H 4.32 0.75 -5.73
H -0.86 -3.78 2.88
H 0.72 -0.69 -1.48
H 0.65 -2.69 -5.43
H 2.40 -0.74 4.74
H -2.02 1.94 3.77
H 5.07 1.56 6.49
H 0.51 -1.10 -8.56
H 1.36 0.43 -8.83
H -3.92 -1.39 1.87
H 1.78 1.64 -1.72
H 3.86 -3.99 1.06
H -2.27 1.20 7.40
H -0.53 -1.69 3.83
H 0.92 6.21 -6.98
H 2.87 -5.36 1.52
H 1.25 -1.62 1.62
H -5.27 -5.24 5.33
H -0.46 2.48 2.11
H 4.52 3.19 5.97
H -1.30 -0.83 -2.22
H 3.21 3.52 -7.63
H 3.35 -4.47 5.70
H 2.52 6.86 -6.51
H -0.86 0.18 7.19
H -7.23 1.60 0.99
H 0.13 2.23 -1.21
H -3.51 2.86 3.73
H -3.43 -0.71 6.60
H 0.72 4.97 2.59
H 0.38 1.29 -2.63
H 4.92 -4.31 3.31
H -0.25 -0.17 4.75

Results of the Löwdin charge analysis, in e, for atoms 1 through 5: -0.001, 0.030, 0.020, -0.021, 0.034

***

What should be chosen as the most stable of them? Choose run c.

***

Run a
Formula: C7H10N2O3
Source: the Open Molecules 2025 dataset
Level of theory: the ωB97M-V functional and the def2-TZVPD basis

## Properties
HOMO-LUMO gap = 10.3 eV
SMILES = CCOC(=O)[C@](N)(C#N)C(C)=O

Cartesian coordinates (Å):
O -0.64 -0.61 0.35
O -0.16 0.93 -1.20
O 2.47 -1.87 0.62
N 2.69 2.51 -0.24
N 1.22 0.13 1.95
C -2.82 0.40 0.69
C 2.19 1.57 0.23
C 3.01 -0.49 -1.31
C -2.04 -0.64 -0.14
C 1.59 0.39 0.64
C 2.44 -0.78 0.09
C 0.13 0.25 -0.25
H 3.70 0.33 -1.13
H 3.47 -1.35 -1.89
H 1.27 0.96 2.47
H -3.15 -0.06 1.67
H -2.47 -1.72 0.04
H -1.97 -0.40 -1.21
H 1.79 -0.55 2.46
H -3.68 0.81 0.10
H -2.01 1.23 0.75
H 2.36 0.09 -2.00

Results of the Löwdin charge analysis, in e, for atoms 1 through 5: -0.010, 0.117, 0.116, 0.223, 0.124

***

Run b
Formula: C7H10N2O3
Source: the Open Molecules 2025 dataset
Level of theory: the ωB97M-V functional and the def2-TZVPD basis

## Properties
HOMO-LUMO gap = 8.1 eV

Cartesian coordinates (Å):
O -4.19 0.74 -0.46
O -0.04 -1.66 0.03
O -2.58 1.77 0.81
N -2.37 -1.71 -0.08
N 0.82 1.10 -1.17
C 1.27 0.20 -0.08
C -2.41 -0.47 0.11
C 2.51 -0.67 -0.36
C -1.24 -2.39 -0.03
C -2.99 0.80 0.24
C 1.64 1.17 1.12
C 0.04 -0.41 0.29
H 2.62 -1.37 0.50
H -1.06 -3.38 -0.15
H -0.06 1.51 -0.79
H -4.16 0.14 -1.18
H 2.14 -1.20 -1.24
H 1.34 0.74 2.11
H 2.75 1.36 1.11
H 1.50 1.84 -1.19
H 1.09 2.05 0.90
H 3.38 -0.16 -0.48

Results of the Löwdin charge analysis, in e, for atoms 1 through 5: 0.104, 0.026, 0.108, 0.121, 0.075

***

What should be chosen as the most stable of them? Choose run a.